# 1
{
  "formula": "C23H48IrNOP3Se",
  "method": "ωB97M-V/def2-TZVPD",
  "species": ["Ir", "Se", "P", "P", "P", "O", "N", "C", "C", "C", "C", "C", "C", "C", "C", "C", "C", "C", "C", "C", "C", "C", "C", "C", "C", "C", "C", "C", "C", "C", "H", "H", "H", "H", "H", "H", "H", "H", "H", "H", "H", "H", "H", "H", "H", "H", "H", "H", "H", "H", "H", "H", "H", "H", "H", "H", "H", "H", "H", "H", "H", "H", "H", "H", "H", "H", "H", "H", "H", "H", "H", "H", "H", "H", "H", "H", "H", "H"],
  "coordinates": [[0.402, 0.152, -0.917], [-2.875, -1.257, -0.828], [2.679, 0.466, -0.130], [-0.461, 2.039, -1.722], [0.757, -1.127, -2.700], [-0.568, 0.754, 1.418], [0.429, 2.431, 2.578], [0.494, 3.376, 3.707], [3.469, 2.013, -0.743], [-3.796, -2.862, -0.899], [1.013, -1.836, 0.694], [0.230, 2.680, -3.287], [-0.756, -1.313, -3.701], [-0.313, 3.446, -0.575], [1.963, -0.468, -3.920], [-1.056, 0.914, 3.785], [-3.984, -5.197, -0.204], [0.403, 1.798, 5.702], [-5.148, -5.353, -0.984], [2.995, 0.608, 1.662], [-3.326, -3.972, -0.147], [-4.972, -3.026, -1.677], [1.238, 2.792, 4.904], [3.900, -0.802, -0.647], [1.385, -2.826, -2.448], [-0.054, 0.580, 4.896], [-5.633, -4.248, -1.718], [-0.298, -1.930, 0.268], [-2.256, 1.956, -2.013], [-0.400, 1.352, 2.498], [1.208, -1.386, 1.673], [1.313, 2.846, -3.189], [-1.605, -1.549, -3.036], [4.048, 0.874, 1.833], [-2.614, 2.942, -2.348], [0.734, -3.414, -1.796], [-0.594, -2.634, -0.523], [1.446, -3.339, -3.418], [3.600, -1.796, -0.303], [-1.086, -1.630, 0.977], [-2.425, -3.842, 0.456], [0.032, 1.987, -4.114], [4.870, -0.558, -0.192], [-0.264, 3.642, -3.483], [-1.662, 0.034, 3.540], [3.631, 1.944, -1.827], [2.359, 1.389, 2.104], [-6.535, -4.367, -2.328], [2.393, -2.810, -2.016], [-0.479, 2.310, 6.111], [-0.545, -0.121, 5.580], [1.018, 4.272, 3.358], [2.822, 2.873, -0.530], [1.521, 3.628, 5.557], [2.788, -0.340, 2.170], [1.806, -2.422, 0.226], [-2.754, 1.673, -1.074], [-0.526, 3.672, 3.997], [0.820, 0.057, 4.481], [-0.626, -2.132, -4.422], [4.440, 2.157, -0.247], [0.740, 3.694, -0.388], [-5.327, -2.164, -2.255], [2.970, -0.395, -3.494], [-0.807, 3.193, 0.373], [-1.735, 1.714, 4.114], [-3.583, -6.041, 0.363], [1.001, 1.453, 6.553], [4.025, -0.818, -1.737], [-5.655, -6.315, -1.021], [2.176, 2.325, 4.574], [-2.482, 1.194, -2.770], [0.707, 2.798, 1.665], [-0.812, 4.318, -1.020], [1.517, 0.965, -1.721], [2.000, -1.152, -4.780], [-0.986, -0.389, -4.248], [1.661, 0.521, -4.279]],
  "forces_ev_per_a": [[2.87, -0.70, 1.82], [-0.51, 0.27, -0.07], [1.47, 0.66, 0.57], [-0.67, 2.29, -0.07], [1.00, -0.92, -1.96], [-0.17, -0.40, -0.19], [-0.90, -0.37, -0.96], [0.18, 0.08, 0.40], [-0.31, -0.21, -0.08], [-0.34, -0.78, 0.25], [-1.18, -0.06, 0.02], [-0.21, -0.07, 0.28], [-0.03, -0.31, -0.11], [-0.21, 0.12, -0.06], [-0.27, -0.24, -0.10], [-0.16, -0.23, -0.52], [-1.67, -1.97, -0.48], [0.18, -0.08, 0.08], [0.40, 0.52, 0.12], [-0.43, -0.03, 0.26], [0.93, 2.32, -0.27], [1.47, 2.51, 0.06], [-0.06, 0.22, 0.19], [-0.28, -0.06, -0.15], [-0.08, -0.19, -0.31], [0.03, -0.02, 0.43], [-0.90, -2.76, 0.33], [0.11, -0.33, 0.54], [-0.16, -0.21, 0.04], [0.67, 1.25, 0.85], [-0.14, -0.10, -0.51], [-0.29, -0.02, -0.06], [0.20, -0.03, -0.37], [-0.23, -0.11, -0.25], [-0.01, -0.36, 0.07], [0.13, 0.00, -0.12], [0.44, 0.26, 0.27], [0.01, 0.10, 0.22], [0.23, 0.20, -0.08], [0.50, 0.16, -0.14], [-0.25, -0.27, -0.01], [0.04, 0.25, 0.13], [-0.29, 0.04, -0.09], [0.18, -0.23, -0.12], [0.04, 0.23, 0.05], [-0.01, 0.07, 0.20], [0.24, -0.33, -0.13], [0.25, 0.11, 0.16], [-0.23, 0.08, -0.13], [0.16, -0.12, -0.02], [0.11, 0.10, -0.14], [-0.19, -0.23, -0.09], [0.22, -0.13, -0.04], [-0.05, -0.18, -0.11], [0.16, 0.27, -0.02], [-0.33, 0.31, 0.04], [0.10, 0.32, -0.19], [0.28, 0.02, -0.10], [-0.13, 0.03, 0.03], [-0.16, 0.21, 0.09], [-0.30, -0.09, -0.14], [-0.26, -0.02, -0.12], [-0.14, -0.44, 0.13], [-0.24, -0.05, -0.06], [0.07, 0.09, -0.35], [0.07, -0.17, -0.02], [-0.17, 0.17, -0.14], [-0.19, 0.05, -0.08], [-0.01, 0.00, 0.29], [0.04, 0.17, -0.02], [-0.12, 0.10, -0.03], [0.01, 0.27, -0.02], [-0.06, -0.25, 0.59], [0.18, -0.09, 0.16], [-0.86, -0.46, -0.03], [0.07, 0.19, 0.15], [0.07, -0.20, 0.17], [0.05, -0.21, 0.09]],
  "multiplicity": 6,
  "largest_force_ev_per_a": 3.5,
  "homo_energy_ev": [-17.2, -19.2],
  "total_charge": 4,
  "homo_lumo_gap_ev": [4.83, 2.49],
  "lumo_energy_ev": [-12.35, -16.72]
}



# 2
{
  "formula": "CH2F3NOS",
  "method": "ωB97M-V/def2-TZVPD",
  "species": ["S", "F", "F", "F", "O", "N", "C", "H", "H"],
  "coordinates": [[-0.343, 0.627, 0.091], [0.284, -1.996, -0.323], [-1.351, 0.528, -1.537], [1.826, -0.713, 0.656], [0.226, 1.903, -0.045], [-1.191, 0.225, 1.243], [0.893, -0.764, -0.337], [1.453, -0.713, -1.367], [-1.796, 0.903, 1.619]],
  "forces_ev_per_a": [[-2.86, -1.00, -2.07], [0.39, 1.75, 0.35], [2.05, -0.20, 2.95], [-0.94, 0.04, -0.66], [1.10, 1.07, -0.50], [1.60, -1.85, -1.49], [0.97, -1.68, -0.96], [-1.49, 0.77, 1.85], [-0.81, 1.11, 0.53]],
  "smiles": "N=[S@](=O)(F)C(F)F",
  "largest_force_ev_per_a": 3.7,
  "homo_energy_ev": -11.7,
  "homo_lumo_gap_ev": 11.56,
  "lumo_energy_ev": -0.14
}



# 3
{
  "formula": "C33H34BF4N7O2PRuS",
  "method": "ωB97M-V/def2-TZVPD",
  "species": ["Ru", "S", "P", "F", "F", "F", "F", "O", "O", "N", "N", "N", "N", "N", "N", "N", "C", "C", "C", "C", "C", "C", "C", "C", "C", "C", "C", "C", "C", "C", "C", "C", "C", "C", "C", "C", "C", "C", "C", "C", "C", "C", "C", "C", "C", "C", "C", "C", "C", "B", "H", "H", "H", "H", "H", "H", "H", "H", "H", "H", "H", "H", "H", "H", "H", "H", "H", "H", "H", "H", "H", "H", "H", "H", "H", "H", "H", "H", "H", "H", "H", "H", "H", "H"],
  "coordinates": [[0.098, 0.442, 0.101], [-0.979, 0.169, 2.137], [-1.674, 0.465, -1.193], [3.897, 0.614, -1.981], [3.307, -0.667, -0.166], [5.321, 0.416, -0.181], [4.965, -1.385, -1.593], [-1.705, 3.809, 1.460], [-0.341, 3.248, -0.145], [1.105, 1.244, -1.699], [-0.868, 3.970, 0.650], [1.229, 2.594, 2.243], [2.190, 2.980, 2.985], [1.669, 1.697, 1.328], [3.289, 2.333, 2.567], [0.048, -1.666, 0.045], [-0.952, -3.690, 1.017], [3.828, 1.381, 5.389], [-2.773, -3.243, -2.470], [-1.018, 0.840, -2.854], [4.839, 1.350, 4.247], [0.585, -3.855, -0.791], [-4.201, 3.697, -1.531], [0.186, 1.326, -5.314], [-3.744, -1.388, -0.648], [1.423, -1.904, -2.010], [-4.875, 3.676, -0.319], [-0.746, -2.295, 1.008], [4.887, -0.024, 3.583], [-2.929, 1.752, -0.874], [-2.221, -2.127, 2.914], [-0.226, -4.474, 0.093], [-3.592, 1.758, 0.355], [0.662, -2.438, -0.841], [-1.365, -1.516, 2.018], [4.580, 2.465, 3.233], [-1.756, 0.736, -4.033], [-3.237, 2.738, -1.811], [-2.465, -3.504, 2.874], [-3.859, -3.565, -1.667], [-2.645, -1.062, -1.436], [-4.345, -2.635, -0.762], [0.327, 1.189, -2.923], [-4.568, 2.705, 0.622], [2.957, 1.547, 1.546], [-2.170, -2.002, -2.353], [-1.160, 0.981, -5.258], [-1.826, -4.283, 1.949], [0.930, 1.430, -4.151], [4.408, -0.277, -0.989], [-2.391, -3.962, -3.184], [5.558, -0.039, 2.721], [5.832, 1.570, 4.651], [3.818, 2.350, 5.892], [-2.719, 2.773, -2.759], [2.495, -1.961, -1.828], [5.233, -0.773, 4.295], [-4.327, -4.537, -1.750], [1.157, -4.412, -1.520], [-0.332, -5.552, 0.106], [3.637, 0.914, 1.006], [2.818, 1.183, 5.024], [-3.311, 1.043, 1.118], [-4.136, -0.677, 0.066], [-5.629, 4.423, -0.105], [1.225, 2.222, -1.435], [4.068, 0.616, 6.128], [-1.969, -5.356, 1.919], [5.341, 2.459, 2.453], [3.897, -0.337, 3.244], [1.986, 1.674, -4.186], [1.156, -0.885, -2.231], [-2.691, -1.515, 3.674], [0.660, 1.502, -6.271], [-3.141, -3.949, 3.593], [-5.073, 2.696, 1.580], [-2.798, 0.442, -3.984], [2.058, 0.897, -1.862], [-1.737, 0.890, -6.169], [-1.326, -1.757, -2.987], [-4.424, 4.461, -2.264], [-5.194, -2.876, -0.137], [1.200, -2.520, -2.883], [4.573, 3.442, 3.714]],
  "forces_ev_per_a": [[-0.11, 0.36, 0.06], [0.00, 0.01, -0.02], [0.06, -0.08, 0.09], [-0.10, 0.00, 0.04], [0.05, -0.02, -0.05], [0.01, 0.02, 0.03], [0.01, -0.02, 0.01], [0.07, -0.02, 0.07], [0.04, -0.07, 0.02], [0.02, -0.06, -0.03], [-0.05, 0.05, -0.05], [-0.06, 0.03, 0.00], [-0.01, 0.00, -0.02], [-0.03, -0.12, 0.05], [0.02, -0.02, -0.02], [0.01, -0.02, -0.03], [0.00, 0.01, 0.00], [0.00, 0.00, 0.00], [-0.03, -0.05, 0.04], [-0.02, -0.02, 0.01], [0.00, -0.01, -0.01], [-0.01, -0.01, 0.00], [0.01, 0.00, 0.00], [0.00, 0.00, 0.00], [0.00, 0.00, 0.09], [-0.01, -0.02, -0.02], [-0.01, -0.01, 0.01], [-0.01, -0.01, 0.01], [0.01, 0.00, 0.00], [-0.03, 0.00, -0.01], [0.00, 0.00, 0.00], [0.00, -0.01, -0.02], [-0.01, 0.00, -0.02], [-0.05, 0.00, -0.03], [0.00, 0.01, 0.00], [0.02, 0.00, 0.00], [0.00, 0.05, -0.01], [0.00, -0.01, 0.02], [0.00, 0.00, 0.00], [0.03, -0.02, -0.04], [0.12, -0.05, -0.23], [0.00, 0.05, 0.03], [0.01, 0.01, -0.04], [-0.02, -0.01, -0.01], [0.00, 0.04, -0.01], [-0.02, 0.01, 0.06], [-0.01, 0.00, 0.01], [0.00, 0.01, -0.01], [0.01, 0.00, 0.00], [-0.02, 0.00, -0.05], [0.00, 0.00, 0.00], [-0.01, 0.00, 0.00], [0.00, 0.00, 0.00], [0.00, 0.00, 0.00], [0.00, 0.00, -0.01], [0.02, 0.02, 0.01], [0.00, 0.00, 0.00], [0.00, 0.00, 0.00], [0.00, 0.00, 0.00], [0.00, 0.00, 0.00], [0.02, -0.03, 0.01], [0.00, 0.00, 0.00], [0.02, 0.03, 0.02], [0.00, -0.03, -0.01], [0.00, 0.00, 0.00], [0.02, 0.00, -0.01], [0.00, 0.00, 0.00], [0.00, 0.00, 0.00], [0.00, 0.00, 0.00], [0.00, 0.00, 0.00], [0.00, 0.00, 0.00], [0.00, 0.00, 0.00], [0.00, 0.00, 0.00], [0.00, 0.00, 0.00], [0.00, 0.00, 0.00], [0.00, 0.00, 0.00], [0.00, 0.01, 0.00], [0.03, 0.02, 0.04], [0.00, 0.00, 0.00], [0.03, -0.04, 0.02], [0.00, 0.00, 0.00], [0.00, 0.00, 0.00], [-0.01, 0.01, 0.01], [0.00, 0.00, 0.00]],
  "multiplicity": 2,
  "largest_force_ev_per_a": 0.4,
  "homo_energy_ev": [-6.9, -6.9],
  "homo_lumo_gap_ev": [6.84, 5.04],
  "lumo_energy_ev": [-0.05, -1.85]
}



# 4
{
  "formula": "C4H7N3O",
  "method": "ωB97M-V/def2-TZVPD",
  "species": ["O", "N", "N", "N", "C", "C", "C", "C", "H", "H", "H", "H", "H", "H", "H"],
  "coordinates": [[3.162, -0.565, 0.169], [-0.679, -1.548, -0.346], [0.009, 1.058, -0.543], [0.938, 0.062, -0.064], [0.433, -1.183, -0.051], [-1.756, -0.558, -0.141], [-1.110, 0.743, 0.366], [2.295, 0.203, -0.254], [-2.329, -1.264, 0.798], [-0.676, 0.657, 1.445], [0.364, 2.022, -0.156], [-1.975, 1.565, 0.478], [2.592, 1.195, -0.694], [1.210, -2.004, 0.096], [-2.477, -0.383, -1.102]],
  "forces_ev_per_a": [[-1.82, 0.96, -1.06], [-5.05, -0.80, -0.67], [0.52, 2.17, 1.69], [1.63, 1.97, -0.38], [4.79, -3.20, 0.19], [-1.69, -2.01, 0.98], [-2.92, 1.40, 2.04], [2.05, 0.41, 1.26], [0.86, 2.88, -2.78], [-0.92, -0.21, -1.71], [-0.44, -2.33, -1.10], [2.24, -1.42, -0.76], [-0.45, -0.65, 0.05], [-0.60, 1.43, -0.22], [1.83, -0.61, 2.47]],
  "smiles": "O=CN1C=NCCN1",
  "largest_force_ev_per_a": 5.8,
  "homo_energy_ev": -9.0,
  "homo_lumo_gap_ev": 9.65,
  "lumo_energy_ev": 0.61
}



# 5
{
  "formula": "C2H4",
  "method": "ωB97M-V/def2-TZVPD",
  "species": ["C", "C", "H", "H", "H", "H"],
  "coordinates": [[-0.655, 0.172, -0.079], [0.669, -0.164, -0.019], [1.108, -1.143, 0.244], [-1.434, -0.753, -0.165], [-1.044, 1.224, -0.046], [1.355, 0.664, 0.065]],
  "forces_ev_per_a": [[-0.05, -2.90, -0.18], [-1.80, 1.06, 1.03], [-0.71, 0.39, -0.81], [1.69, 2.64, 0.40], [0.53, -1.27, -0.35], [0.34, 0.09, -0.09]],
  "smiles": "C=C",
  "largest_force_ev_per_a": 3.2,
  "homo_energy_ev": -10.0,
  "homo_lumo_gap_ev": 11.44,
  "lumo_energy_ev": 1.41
}



Quick rundown of E_tot, same order as above: -124175.0057 -23591.7841 -83556.5106 -10775.8092 -2137.4105 eV
Quick rundown of ΔE to the lowest compared entry with this formula, charge and spin, same order as above: 0.769 2.770 1.776 3.938 0.490 eV